Record 1
{
  "formula": "C8H11Cl2O2P",
  "method": "wB97M-V/def2-TZVPD",
  "symbols": ["C", "C", "C", "C", "C", "C", "C", "C", "O", "O", "P", "Cl", "Cl", "H", "H", "H", "H", "H", "H", "H", "H", "H", "H", "H"],
  "positions_angstrom": [[0.0000, 2.8835, -0.6991], [-2.9489, 1.1927, -0.1974], [1.6537, -3.4061, -0.2028], [0.8519, 1.8725, -0.7243], [-2.4608, 0.4946, 0.8427], [1.8596, -2.3407, -0.9508], [1.4277, 1.2688, 0.4921], [-2.0091, -0.8408, 0.7964], [1.6777, -1.1684, 1.8459], [1.3651, -1.0907, -0.7260], [0.9337, -0.5444, 0.7475], [3.1942, 1.1594, 0.4010], [-2.1771, -1.7824, -0.6125], [-0.4100, 3.2950, -1.6043], [-0.3278, 3.3293, 0.2259], [-3.2813, 2.2081, -0.0838], [-3.0250, 0.7580, -1.1789], [2.0954, -4.3521, -0.4619], [1.0535, -3.3538, 0.6883], [1.1787, 1.4340, -1.6566], [-2.3890, 0.9597, 1.8181], [2.4439, -2.3616, -1.8642], [1.1577, 1.8001, 1.4074], [-1.8640, -1.4146, 1.6975]],
  "forces_ev_per_angstrom": [[0.05, -0.07, -0.02], [-0.07, 0.01, -0.07], [-0.13, 0.01, 0.07], [-0.07, 0.20, -0.24], [0.00, 0.04, 0.10], [0.31, -0.60, -0.44], [-0.30, -0.88, 0.44], [0.78, 0.06, 0.17], [-0.04, -0.22, 0.71], [-0.51, 0.65, 0.22], [-0.46, 0.56, -0.54], [0.54, 0.38, -0.04], [-0.06, -0.22, -0.28], [-0.07, 0.05, -0.21], [-0.02, 0.07, 0.22], [-0.04, 0.21, 0.09], [-0.01, -0.10, -0.16], [0.07, -0.06, -0.15], [-0.03, -0.07, 0.19], [-0.01, -0.03, -0.11], [-0.01, 0.04, 0.07], [-0.01, 0.03, 0.08], [0.02, -0.05, -0.11], [0.07, -0.01, 0.02]],
  "orbital_gap_ev": [6.812, 7.386],
  "lumo_energy_ev": [-1.30, -0.89]
}

Record 2
{
  "formula": "C2H5BrSi",
  "method": "wB97M-V/def2-TZVPD",
  "symbols": ["C", "C", "Si", "Br", "H", "H", "H", "H", "H"],
  "positions_angstrom": [[0.1306, 0.1262, 0.9330], [0.1038, 0.7029, -0.5715], [-1.3849, -0.3059, -0.1846], [-3.4247, 0.1095, 0.3004], [0.9960, -0.6129, 1.0624], [0.2312, 0.8988, 1.7730], [-0.1068, 1.7035, -0.6707], [0.9019, 0.5293, -1.3424], [-1.2958, -2.3471, -1.6827]],
  "forces_ev_per_angstrom": [[1.10, -0.20, -0.34], [0.47, -1.45, -0.39], [2.89, -2.53, -0.89], [-0.72, 0.40, 0.08], [-1.59, 0.78, -0.21], [-0.64, -1.08, -1.35], [-0.53, 2.57, 0.29], [-0.81, -0.59, 1.01], [-0.16, 2.10, 1.80]],
  "orbital_gap_ev": [8.086, 7.964],
  "lumo_energy_ev": [-0.88, -0.83]
}

Record 3
{
  "formula": "C4H12N2O2",
  "method": "wB97M-V/def2-TZVPD",
  "symbols": ["H", "N", "C", "C", "O", "C", "H", "H", "H", "H", "H", "H", "C", "N", "O", "H", "H", "H", "H", "H"],
  "positions_angstrom": [[2.4615, 0.9191, -1.2230], [1.6809, 1.3883, -0.7730], [1.3048, 0.8356, 0.2921], [0.1700, 1.4355, 1.0642], [1.9424, -0.2638, 0.7766], [1.4669, -0.9160, 1.9297], [-0.6068, 0.6973, 1.2546], [0.5254, 1.8188, 2.0204], [-0.2366, 2.2551, 0.4819], [0.4862, -1.3702, 1.7457], [2.1923, -1.7032, 2.1412], [1.4088, -0.2407, 2.7854], [-2.1943, -0.2219, -1.9782], [-1.6122, -1.1135, -0.9890], [-0.1825, -1.0445, -1.0389], [-1.7851, 0.7940, -1.9328], [-2.0011, -0.6351, -2.9679], [-3.2690, -0.1932, -1.8085], [-1.8318, -0.7694, -0.0558], [0.0802, -1.6721, -1.7246]],
  "forces_ev_per_angstrom": [[0.05, -0.21, 0.18], [0.02, 0.39, -0.27], [0.22, 0.16, -0.14], [0.07, -0.19, 0.08], [0.24, 0.26, -0.27], [-0.21, -0.24, 0.14], [-0.07, -0.02, 0.10], [-0.07, -0.01, 0.09], [0.01, -0.01, -0.01], [0.12, 0.02, 0.06], [-0.14, 0.09, 0.04], [0.00, -0.03, 0.03], [0.35, 0.20, 0.03], [-0.19, -0.42, 0.13], [-0.23, 0.19, -0.07], [-0.01, -0.03, -0.02], [-0.09, 0.05, -0.05], [-0.06, -0.03, -0.02], [0.20, -0.08, -0.22], [-0.20, -0.08, 0.21]],
  "smiles": "[H]/N=C(/C)OC.CNO",
  "orbital_gap_ev": 9.908,
  "lumo_energy_ev": 0.86
}

Record 4
{
  "formula": "C3H12N2OS",
  "method": "wB97M-V/def2-TZVPD",
  "symbols": ["N", "C", "C", "S", "C", "N", "H", "H", "H", "H", "H", "H", "H", "H", "H", "H", "H", "H", "O"],
  "positions_angstrom": [[-0.9509, 1.4322, -1.5449], [-0.3285, 0.9133, -0.4126], [-1.3354, 0.0549, 0.4380], [-1.3964, 0.6747, 2.1011], [0.8029, -0.0322, -0.9272], [1.8077, 0.7617, -1.6239], [-1.4521, 0.7305, -2.0852], [-0.3830, -0.0700, 2.5890], [-0.3958, 2.0360, -2.1459], [0.1166, 1.7143, 0.1709], [-1.1148, -0.9954, 0.2863], [-2.3311, 0.2369, 0.0514], [1.1847, -0.5528, -0.0339], [0.4177, -0.8120, -1.5774], [2.1398, 1.4658, -0.9580], [2.6246, 0.1740, -1.7564], [0.0865, -2.8222, 3.2177], [0.0038, -2.5783, 1.7138], [0.5037, -2.3314, 2.4972]],
  "forces_ev_per_angstrom": [[0.33, -0.50, -0.58], [-0.67, -0.25, -0.24], [-0.12, 0.52, -0.37], [0.28, -0.32, 0.12], [1.17, -0.30, 0.47], [-0.10, 0.07, 0.84], [-0.34, 0.28, -0.01], [-0.01, -0.01, 0.01], [-0.16, 0.39, 0.21], [0.24, 0.13, 0.12], [0.03, -0.14, 0.44], [-0.18, -0.04, -0.15], [-0.12, 0.19, 0.13], [-0.31, 0.06, -0.22], [0.00, -0.06, -0.30], [0.01, -0.05, -0.44], [0.13, 0.03, -0.06], [0.02, -0.26, 0.04], [-0.21, 0.26, 0.00]],
  "multiplicity": 2,
  "total_charge": 1,
  "orbital_gap_ev": [11.219, 5.129],
  "lumo_energy_ev": [-2.87, -8.23]
}

Here are the calculated energy relative to the best compared isomer or geometry (same formula, charge and spin) numbers, same order: 241.99, 369.80, 371.23, 0.00 (kJ/mol).